No. 1
Entry from the OMol25 dataset: C17H17N3O2S in the gas phase (ωB97M-V with the def2-TZVPD basis set).

Geometry as XYZ:
```
40
Properties=species:S:1:pos:R:3
C -4.4993 -1.3514 1.7642
H -5.2677 -2.0230 2.1441
O -4.5732 -1.4453 0.3604
C -3.7082 -0.7063 -0.3834
C -2.7519 0.1475 0.1512
C -1.9103 0.8562 -0.6980
C -2.0229 0.7155 -2.0770
C -2.9820 -0.1335 -2.6007
C -3.8227 -0.8422 -1.7683
H -4.5736 -1.5078 -2.1623
H -3.0715 -0.2429 -3.6711
H -1.3637 1.2660 -2.7330
N -0.9263 1.7211 -0.2081
C -0.5644 1.9526 1.0767
O -1.1697 1.6133 2.0653
C 0.6730 2.8428 1.2158
H 0.3817 3.8927 1.1461
H 1.1208 2.6561 2.1913
S 1.9387 2.5999 -0.0592
C 2.0944 0.8695 0.0870
N 1.3030 0.1508 0.8288
C 1.7250 -1.1422 0.6543
C 1.2424 -2.3250 1.1985
C 1.8730 -3.4958 0.8322
C 2.9547 -3.5040 -0.0500
C 3.4484 -2.3385 -0.6034
C 2.8202 -1.1594 -0.2408
N 3.0387 0.1560 -0.5898
C 4.0421 0.6536 -1.4851
H 5.0261 0.2916 -1.1808
H 3.8428 0.3199 -2.5066
H 4.0349 1.7426 -1.4574
H 4.2842 -2.3481 -1.2866
H 3.4161 -4.4459 -0.3063
H 1.5236 -4.4346 1.2354
H 0.4067 -2.3109 1.8785
H -0.3208 2.1088 -0.9220
H -2.6344 0.2739 1.2125
H -3.5209 -1.6695 2.1364
H -4.7026 -0.3333 2.1095
```

E_LUMO = 0.42 eV
E_HOMO = -8.0 eV
Total charge = 0

Here are the Mulliken charges for atoms 1 to 5, given in e: -0.738 0.231 -0.462 0.600 -0.067

=====

No. 2
Entry from the OMol25 dataset: 2 unconnected molecules or ions with the total composition C10H10F3I at a distorted geometry (ωB97M-V with the def2-TZVPD basis set).

Geometry as XYZ:
```
24
Properties=species:S:1:pos:R:3
C -0.7036 1.6822 -1.2594
C 1.4059 0.6905 -1.0478
C -1.1253 0.9490 -0.1353
C 1.0267 0.1370 0.1559
C 0.5054 1.3762 -1.8655
C -0.3102 0.2244 0.6691
C 0.9050 1.7056 -3.2143
C 0.1537 -0.7594 3.0153
C -0.7447 -0.6065 1.7659
C -0.8446 -2.6012 1.0402
F -1.9878 -0.3558 2.1044
F 0.3869 -3.1611 1.1264
F -1.6733 -3.2369 1.9109
I -1.5441 -2.5028 -0.9582
H -1.3747 2.5417 -1.6301
H 2.3823 0.3163 -1.4998
H -2.2326 1.1744 0.0878
H 1.6934 -0.4686 0.6730
H 0.6157 0.8555 -3.8428
H 0.4508 2.6073 -3.5754
H 1.9332 1.7823 -3.2805
H -0.5447 -1.0021 3.8546
H 0.9754 -1.5009 2.7836
H 0.6511 0.1529 3.1222
```

E_LUMO = 0.13 eV
E_HOMO = -8.6 eV
Total charge = 0

Here are the Mulliken charges for atoms 1 to 5, given in e: -0.585 -0.798 -0.036 -0.384 0.996

=====

No. 3
Entry from the OMol25 dataset: a molecular structure, C53H102BBrN2O10P2S at a distorted geometry (ωB97M-V with the def2-TZVPD basis set).

Geometry as XYZ:
```
172
Properties=species:S:1:pos:R:3
C -2.8574 5.0032 3.4340
O -2.2451 3.7847 3.8956
B -2.8319 2.6544 3.2836
O -4.2641 2.6351 3.3483
C -2.0162 1.4282 2.5938
Br -3.4774 0.1589 1.9764
N -1.0977 0.6786 3.4647
C -0.1937 1.5232 4.2753
C 1.1069 0.8235 4.7614
C 1.2949 0.2923 6.1305
C 2.5126 -0.3681 6.5798
C 3.6645 -0.5263 5.6867
C 3.5291 0.0326 4.3271
C 4.7887 -0.1047 3.3953
C 2.2838 0.6769 3.8758
P -1.7587 -0.6537 4.3281
S -3.2349 -0.2244 5.5470
C -1.2263 1.8519 1.1896
C -0.8143 3.4006 1.2086
C 0.2543 3.8154 0.1108
C -0.3911 4.8592 -0.9181
C -0.5689 6.3006 -0.2607
C 0.5173 4.9180 -2.2278
C -0.2886 5.2657 -3.5484
C -0.6228 3.9989 -4.4241
C -1.8614 3.7365 -4.9346
C -2.2420 2.3149 -5.4726
C -2.9584 4.8559 -4.9967
O 0.0031 1.1248 1.1494
C -0.0514 -0.1586 0.5405
C 0.9249 -1.1032 1.4014
N 0.5211 -0.1906 -0.8447
P -2.3873 1.6203 -0.2999
C -1.5428 1.8889 -1.9560
C -3.7966 2.8958 -0.2841
H -3.2815 4.8653 2.3992
H -2.1412 5.8677 3.3667
H -3.7222 5.3154 4.0826
H -4.6341 3.0428 2.5441
H 0.1057 2.4899 3.7970
H -0.7625 1.8193 5.2151
H 0.4247 0.3957 6.8272
H 2.5217 -0.7583 7.6318
H 4.5722 -1.0482 6.0605
H 4.7890 0.6323 2.5572
H 4.7583 -1.1686 3.0134
H 5.7321 -0.0341 4.0050
H 2.2302 1.0790 2.8388
H -0.7033 -1.1002 5.1934
H -2.0318 -1.8019 3.5126
H -1.7004 4.0801 1.0460
H -0.3801 3.7136 2.2024
H 0.7533 2.9669 -0.4144
H 1.0767 4.4042 0.6205
H -1.4368 4.5490 -1.2217
H -1.3823 6.8172 -0.8543
H 0.3825 6.8810 -0.3600
H -0.9480 6.2142 0.7898
H 1.2879 5.7362 -2.1031
H 1.0326 3.9315 -2.4127
H 0.4041 5.8861 -4.1975
H -1.2078 5.8831 -3.3535
H 0.1672 3.2291 -4.6349
H -2.4022 2.3376 -6.5906
H -1.4202 1.5723 -5.2656
H -3.1870 1.9170 -5.0039
H -3.7133 4.6715 -5.8153
H -2.4413 5.8193 -5.2548
H -3.4787 4.9634 -4.0054
H -1.0346 -0.6893 0.5538
H 0.6600 -1.0475 2.4964
H 0.8519 -2.1520 1.0117
H 1.9774 -0.7512 1.2407
H 1.2902 0.4941 -0.8438
H 0.9720 -1.1055 -0.9673
H -0.4290 1.9311 -1.9305
H -1.8037 0.9908 -2.5900
H -2.0126 2.7643 -2.4862
H -3.7575 3.6009 0.5877
H -3.8470 3.4634 -1.2530
H -4.7530 2.3073 -0.1929
C 1.1933 -6.7044 1.0180
C -0.1498 -6.7039 0.3154
C -0.2068 -5.2954 -0.2494
O 1.1464 -4.9020 -0.5188
C 2.0357 -5.8470 0.0899
H 1.6089 -7.7010 1.1704
H 1.1012 -6.2188 1.9935
H -0.1424 -7.4340 -0.4998
H -0.9895 -6.9346 0.9713
H -0.6229 -4.5912 0.4798
H -0.7955 -5.2341 -1.1666
H 2.4846 -6.4491 -0.7086
H 2.8330 -5.3157 0.6148
C -8.3296 5.4295 2.5385
C -8.1944 5.3282 4.0459
C -6.7564 4.8675 4.2027
O -6.0250 5.4109 3.0921
C -6.9552 5.9313 2.1328
H -9.1356 6.0875 2.2124
H -8.5057 4.4365 2.1140
H -8.3219 6.3170 4.4967
H -8.9112 4.6486 4.5072
H -6.6798 3.7771 4.1543
H -6.3068 5.2058 5.1380
H -6.9039 7.0247 2.1740
H -6.6683 5.6071 1.1302
C 5.5853 -2.0813 -1.8085
C 5.8189 -3.1311 -0.7408
C 6.2449 -2.2848 0.4456
O 5.5813 -1.0205 0.3115
C 5.0060 -0.9355 -1.0004
H 4.9271 -2.4106 -2.6119
H 6.5406 -1.7819 -2.2501
H 4.8791 -3.6454 -0.5149
H 6.5596 -3.8812 -1.0166
H 7.3245 -2.1001 0.4360
H 5.9784 -2.7396 1.4028
H 3.9188 -1.0333 -0.8971
H 5.2277 0.0409 -1.4357
C -0.0668 -4.6481 5.9478
C -0.3687 -5.8712 6.7893
C -1.0508 -6.7806 5.7829
O -0.4924 -6.4718 4.4965
C 0.2728 -5.2624 4.6046
H 0.7381 -4.0296 6.3466
H -0.9639 -4.0275 5.8582
H 0.5658 -6.3258 7.1318
H -0.9863 -5.6635 7.6634
H -2.1272 -6.5846 5.7368
H -0.8991 -7.8390 6.0031
H 1.3339 -5.5305 4.5470
H 0.0352 -4.6002 3.7689
C 5.0010 -3.9333 -7.1439
C 5.2348 -4.9872 -6.0797
C 5.6626 -4.1451 -4.8911
O 4.9995 -2.8791 -5.0211
C 4.4227 -2.7896 -6.3308
H 4.3413 -4.2596 -7.9484
H 5.9561 -3.6330 -7.5852
H 4.2957 -5.5015 -5.8546
H 5.9756 -5.7372 -6.3585
H 6.7421 -3.9609 -4.9013
H 5.3968 -4.6024 -3.9356
H 3.3366 -2.8859 -6.2268
H 4.6454 -1.8125 -6.7633
C -7.2027 6.1603 -8.0843
C -7.7559 5.6445 -6.7698
C -6.7486 4.5686 -6.4059
O -5.4882 4.9805 -6.9513
C -5.7055 6.0781 -7.8482
H -7.5385 7.1660 -8.3384
H -7.4907 5.4878 -8.8977
H -7.7378 6.4422 -6.0213
H -8.7761 5.2663 -6.8397
H -7.0126 3.6070 -6.8584
H -6.6530 4.4306 -5.3269
H -5.3293 6.9864 -7.3650
H -5.1429 5.9158 -8.7693
C 7.0032 -7.9909 1.1199
C 5.6480 -7.9422 0.4426
C 5.6342 -6.5372 -0.1310
O 6.9958 -6.1969 -0.4306
C 7.8583 -7.1737 0.1695
H 7.3829 -9.0017 1.2716
H 6.9494 -7.4959 2.0941
H 5.6108 -8.6770 -0.3672
H 4.8125 -8.1354 1.1164
H 5.2603 -5.8131 0.6010
H 5.0288 -6.4603 -1.0366
H 8.2673 -7.7980 -0.6322
H 8.6849 -6.6709 0.6750
```

E_LUMO = 0.48 eV
E_HOMO = -6.9 eV
Total charge = 0

Here are the Mulliken charges for atoms 1 to 5, given in e: -0.250 -0.413 0.674 -0.695 -0.634

=====

No. 4
Entry from the OMol25 dataset: a molecular structure, Cl4Pt at a distorted geometry (ωB97M-V with the def2-TZVPD basis set).

Geometry as XYZ:
```
5
Properties=species:S:1:pos:R:3
Pt -17.9537 -19.2298 -7.2993
Cl -15.5971 -19.8303 -6.4408
Cl -19.9085 -19.1109 -5.7391
Cl -18.2807 -17.0890 -8.5547
Cl -18.6197 -21.3901 -8.7086
```

Spin multiplicity = 4
E_LUMO (alpha / beta) = 3.29 / 0.17 eV
E_HOMO (alpha / beta) = -6.5 / -6.7 eV
Total charge = -1

Mulliken atomic charges, in units of e: 1.148 -0.551 -0.526 -0.531 -0.540

=====

> Among the records above, which one has the lowest total charge?

Cl4Pt

=====

> Number 3 is which compound?

C53H102BBrN2O10P2S

=====

> Look up the total charge of the second one.

0